(1)
A 2-piece molecular cluster, C4H9NO2 overall. Source: the OMol25 dataset; level of theory: ωB97M-V/def2-TZVPD.

As for the HOMO energy: -9.756 eV. The energy comes out at -9879.0412 eV. As for the gap between HOMO and LUMO: 10.39 eV. Its energy above the lowest of the compared OMol25 structures with the same formula, charge and spin is 98.4 kJ/mol. Its lowest unoccupied orbital energy is 0.630 eV. The SMILES is CCC=O.NC=O. The value obtained for the maximum force is 0.544 eV Å⁻¹.

Geometry as XYZ:
```
16
Properties=species:S:1:pos:R:3:forces:R:3:mulliken_charge:R:1
C 1.92645 1.35748 -0.81507 0.0814 0.0511 -0.0113 -1.280
C 0.68214 0.47195 -0.70210 -0.0665 -0.0229 0.0812 -0.144
C 1.05254 -0.98541 -0.63885 -0.1105 -0.2167 0.1776 0.053
O 0.64979 -1.78333 0.18062 0.1848 0.3755 -0.3479 -0.536
H 2.49541 1.36130 0.11987 -0.0798 -0.0232 -0.1307 0.344
H 1.64653 2.38927 -1.04310 0.0323 -0.1522 0.0447 0.326
H 2.59163 1.00800 -1.61346 -0.1106 0.0578 0.1047 0.341
H 0.07130 0.72760 0.16910 0.1012 -0.0219 -0.1387 0.205
H 0.05792 0.60322 -1.59824 0.0897 -0.0585 0.0969 0.307
H 1.75662 -1.32376 -1.42844 -0.0435 0.0108 0.0765 0.326
N -1.67507 -0.79118 1.71142 -0.1374 0.0190 0.0393 -0.265
C -2.60076 -0.46140 0.77907 -0.0128 0.0078 0.0509 0.142
O -3.66956 0.07263 0.99798 0.3157 -0.1589 -0.0503 -0.584
H -1.89636 -0.64629 2.68505 0.0262 -0.0111 -0.1220 0.182
H -0.82350 -1.27010 1.43985 -0.1604 0.0855 0.0160 0.320
H -2.26509 -0.72999 -0.24370 -0.1098 0.0577 0.1132 0.264
```
Positions in Å, forces in eV/Å.



(2)
One molecule with the formula C4H9NO2. Source: the OMol25 dataset; level of theory: ωB97M-V/def2-TZVPD.

As for the HOMO energy: -9.722 eV. The energy comes out at -9879.5703 eV. As for the gap between HOMO and LUMO: 10.45 eV. Its energy above the lowest of the compared OMol25 structures with the same formula, charge and spin is 47.3 kJ/mol. Its lowest unoccupied orbital energy is 0.725 eV. The SMILES is C[C@@H](O)CC(N)=O. The value obtained for the maximum force is 0.356 eV Å⁻¹.

Geometry as XYZ:
```
16
Properties=species:S:1:pos:R:3:forces:R:3:mulliken_charge:R:1
C -1.89655 -0.11183 -0.78494 -0.0718 0.0009 -0.0017 -1.529
C -0.56891 0.38807 -0.23462 0.0643 -0.2978 -0.1843 0.471
O -0.72485 1.55582 0.56967 -0.1082 0.2513 -0.1206 -0.555
C 0.11740 -0.66000 0.65520 -0.0339 -0.1194 -0.0118 -0.744
C 1.58630 -0.88833 0.33875 0.0492 -0.0409 0.0384 0.465
N 2.32550 0.25413 0.21796 0.0707 -0.0449 0.0620 -0.362
O 2.06473 -1.99786 0.18701 -0.1167 0.3328 0.0298 -0.630
H -2.57581 -0.39327 0.02632 0.0940 0.0414 -0.0783 0.348
H -1.72783 -0.98695 -1.42194 -0.0361 0.1191 0.1046 0.376
H -2.38361 0.65607 -1.39859 0.0705 -0.0871 0.1015 0.423
H 0.08789 0.62769 -1.08483 -0.0890 -0.0510 0.1122 0.326
H -1.23151 2.20239 0.06114 0.1160 -0.0499 0.1216 0.304
H 0.02693 -0.31487 1.69257 0.0319 -0.0811 -0.1304 0.368
H -0.37200 -1.63381 0.58503 0.0628 0.1321 -0.0295 0.297
H 3.32130 0.15459 0.09392 -0.1319 0.0386 0.0271 0.228
H 1.95102 1.14818 0.49735 0.0280 -0.1439 -0.0406 0.215
```
Positions in Å, forces in eV/Å.



(3)
One molecule with the formula C4H9NO2. Source: the OMol25 dataset; level of theory: ωB97M-V/def2-TZVPD.

As for the HOMO energy: -9.614 eV. The energy comes out at -9879.6191 eV. As for the gap between HOMO and LUMO: 10.24 eV. Its energy above the lowest of the compared OMol25 structures with the same formula, charge and spin is 42.6 kJ/mol. Its lowest unoccupied orbital energy is 0.629 eV. The SMILES is C[C@@H](O)CC(N)=O. The value obtained for the maximum force is 0.343 eV Å⁻¹.

Geometry as XYZ:
```
16
Properties=species:S:1:pos:R:3:forces:R:3:mulliken_charge:R:1
C 1.86022 0.85664 0.61126 0.0773 0.0153 -0.0610 -1.306
C 0.64441 -0.00305 0.31935 0.1406 -0.0776 -0.0708 0.368
O -0.08604 -0.18860 1.53595 -0.1995 -0.1158 0.2378 -0.625
C -0.25795 0.53792 -0.78511 0.0607 -0.0200 0.0109 -0.627
C -1.36285 -0.42334 -1.22967 -0.0357 0.0344 -0.0324 0.338
N -2.02953 -1.03903 -0.21549 -0.0471 0.0005 -0.1273 -0.319
O -1.62207 -0.60514 -2.40717 0.0629 0.0429 0.3326 -0.639
H 1.57451 1.87155 0.90902 -0.0191 -0.1570 -0.1283 0.322
H 2.51190 0.89612 -0.26506 0.0016 0.1133 0.0888 0.372
H 2.41785 0.41235 1.44340 -0.0187 0.0844 -0.1717 0.331
H 0.97287 -0.99492 0.00785 0.2034 -0.1018 -0.2315 0.312
H 0.26955 -0.99694 1.91995 -0.1263 0.1710 0.2694 0.359
H -0.71194 1.48908 -0.47674 0.0595 -0.1394 -0.0049 0.350
H 0.36184 0.72484 -1.66818 -0.1861 0.0453 0.1294 0.299
H -2.77992 -1.67200 -0.44349 0.1015 0.1021 -0.0267 0.200
H -1.76282 -0.86549 0.74412 -0.0749 0.0026 -0.2142 0.264
```
Positions in Å, forces in eV/Å.